[1]
# C10H17BeNO5

A structure of composition C10H17BeNO5 in a non-equilibrium geometry (ωB97M-V/def2-TZVPD, the OMol25 dataset).

Its gap between HOMO and LUMO is 9.010 eV. The total charge is +2. Its energy above the lowest of the compared OMol25 structures with the same formula, charge and spin is 202.33 kJ/mol. The calculation puts the highest occupied orbital energy at -17.0 eV.

Positions of all 34 atoms, in Å:
O 1.664682 2.156023 0.441057
O 1.020377 0.429162 2.224354
O 0.681526 -1.386303 0.764700
O -0.193654 -3.384876 0.253863
O 0.290582 0.234800 -1.307347
N -0.884594 -1.703090 -0.973550
C 2.132129 2.823911 -0.825810
C -1.821431 -0.073046 -2.425245
C -1.766493 0.992311 -3.251395
C -1.232540 -3.974329 -0.702872
C -0.091897 -2.112188 0.045092
C 0.629968 2.680399 1.253091
C -0.743182 -0.449646 -1.559964
C 1.648142 -0.267407 3.473712
C 0.324125 1.709469 2.363173
C -1.798409 -2.804140 -1.434285
Be 1.080583 0.033609 0.432974
H -2.834385 -2.617214 -1.144174
H 1.230475 -1.289652 3.445173
H -2.660174 1.310140 -3.784648
H -0.717365 -4.657883 -1.383506
H -2.725058 -0.681128 -2.331587
H 0.544359 2.212980 3.298290
H 3.098727 3.262128 -0.515255
H 2.757816 -0.242769 3.387857
H 2.270166 2.034350 -1.603115
H -0.313458 2.794447 0.700076
H -0.731590 1.437212 2.272248
H -1.794897 -2.944815 -2.513873
H -0.816849 1.507368 -3.368049
H 1.272425 0.187908 4.409064
H -1.957518 -4.515128 -0.091036
H 0.912097 3.630720 1.719764
H 1.525317 3.666675 -1.268778

Cartesian forces (eV/Å) of the 2 atoms listed first:
-0.18 -1.42 -1.60
0.91 0.65 0.29

***

[2]
# C10H17ClSi

The molecule C10H17ClSi in a non-equilibrium geometry (ωB97M-V/def2-TZVPD, the OMol25 dataset).

Its gap between HOMO and LUMO is 9.225 eV. The total charge is 0. Its energy above the lowest of the compared OMol25 structures with the same formula, charge and spin is 286.90 kJ/mol. The calculation puts the highest occupied orbital energy at -8.5 eV. The SMILES is C[Si](C)(C)[C@@]1(Cl)[C@@H]2C=CCC[C@@H]21.

Positions of all 29 atoms, in Å:
Cl 0.761508 -2.206138 0.355571
Si -1.738120 -0.292230 -0.046167
C -2.063950 1.165305 -1.228466
C 2.316429 0.249604 1.252763
C 1.172042 0.185553 -1.011338
C 1.205505 0.684658 0.405086
C 0.155662 -0.663643 -0.190744
C 3.730314 0.215457 0.571030
C 3.602377 -0.325775 -0.832861
C 2.447786 -0.442671 -1.518800
C -2.798900 -1.748945 -0.770594
C -2.260054 -0.065447 1.822118
H 4.403928 -0.419835 1.244980
H -3.041462 1.464502 -1.304309
H 2.273428 -1.015385 -2.513276
H -1.656908 2.059037 -0.993292
H -1.650346 -0.726467 2.447254
H 2.324844 -0.820255 1.702219
H -1.567180 1.042929 -2.250218
H -3.262830 -2.350358 -0.007877
H -3.557301 -1.328899 -1.332550
H -2.220031 -2.399062 -1.337364
H -1.973411 0.848481 2.206242
H 4.388320 -0.731601 -1.381834
H 0.523455 1.544879 0.479512
H 0.589164 0.867345 -1.828037
H -3.390553 -0.238985 1.833120
H 4.159460 1.273294 0.496967
H 2.553899 0.938426 2.185396

Cartesian forces (eV/Å) of the 2 atoms listed first:
-0.41 -0.34 -0.03
0.10 -0.76 -0.01

***

[3]
# C10H17F2N4O2S

The ion C10H17F2N4O2S with charge +1 in a non-equilibrium geometry (ωB97M-V/def2-TZVPD, the OMol25 dataset).

Its gap between HOMO and LUMO is 9.500 eV. The total charge is +1. Its energy above the lowest of the compared OMol25 structures with the same formula, charge and spin is 0.00 kJ/mol. The calculation puts the highest occupied orbital energy at -12.6 eV. The SMILES is CCSCNC1=[NH+][C@H](N(C(=O)F)C(=O)F)[C@H](CC)N1.

Positions of all 36 atoms, in Å:
S 4.220360 -0.612489 -0.898959
F -3.058368 -2.902809 0.316838
F -4.824246 0.035794 0.630138
O -3.275548 -0.512595 2.116672
O -3.207673 -2.298124 -1.802109
N -2.838028 -0.673414 -0.177610
N -0.657393 -0.649319 -1.102697
N 1.614293 -0.150525 -1.463237
N 0.322090 0.958040 0.181798
C 3.746671 -1.211232 0.767407
C 3.382326 -2.707341 0.776357
C -3.060663 -2.017379 -0.675385
C -1.428491 -0.503849 0.168802
C -1.404329 3.263825 -0.294242
C -3.626909 -0.402619 0.995769
C -1.028608 0.881983 0.739524
C -1.962429 2.087866 0.526773
C 0.510735 0.087294 -0.810982
C 2.893060 0.532033 -1.245319
H 3.561793 -3.155666 -0.195108
H -2.243479 2.447626 1.511578
H 2.886993 -0.616181 1.061043
H 3.177134 1.044962 -2.161387
H -0.319203 3.325890 -0.298984
H -1.038059 -1.262405 0.846439
H -1.755824 4.196330 0.136020
H 1.554465 -0.868456 -2.172636
H 3.964697 -3.240203 1.519662
H 2.324624 -2.826834 0.996126
H 2.800049 1.277871 -0.465053
H 4.581181 -0.995454 1.422475
H -0.921348 0.741335 1.812272
H -1.142785 -0.050587 -1.781370
H -1.744004 3.220142 -1.324823
H -2.887738 1.771152 0.052280
H 0.884658 1.785342 0.291944

Cartesian forces (eV/Å) of the 2 atoms listed first:
0.14 -0.03 0.11
-0.03 -0.03 0.04

***

[4]
# C10H17FN2P

The ion C10H17FN2P with charge +1 in a non-equilibrium geometry (ωB97M-V/def2-TZVPD, the OMol25 dataset).

Its gap between HOMO and LUMO (alpha / beta) is 6.765 / 5.574 eV. The total charge is +1. Its spin multiplicity is 3. The calculation puts the highest occupied orbital energy (alpha / beta) at -9.4 / -12.8 eV.

Positions of all 31 atoms, in Å:
P 0.638972 0.060336 0.339426
F 0.820908 0.240579 1.904774
N 1.315426 -1.423699 0.258720
N 1.522478 1.605537 -0.057081
C 0.871159 -2.367766 -0.701057
C -1.930435 -0.863387 1.116690
C -3.977531 -0.349368 -0.055669
C -3.255715 0.266460 -1.034545
C 2.507280 -1.724948 1.043334
C -1.201959 -0.127354 0.166150
C 1.042435 2.940925 0.426198
C -3.315914 -0.824991 1.122790
C -1.944155 0.496193 -0.820279
C 1.996637 1.666944 -1.466971
H 2.690563 2.546041 -1.452364
H 0.326973 2.748342 1.236628
H -3.730368 0.767129 -1.818464
H 2.499498 0.677926 -1.658914
H 0.168627 -1.785259 -1.206517
H -5.029039 -0.567984 -0.158786
H -3.803478 -1.490562 1.749746
H 2.338633 -1.474126 2.075625
H 2.002661 3.502742 0.792257
H -1.213062 1.070337 -1.453055
H 2.463562 -2.826444 1.075100
H 1.747478 -2.738729 -1.259693
H 0.606213 3.496647 -0.371240
H 1.300388 2.061820 -2.104998
H 0.500916 -3.163659 -0.144177
H 3.389056 -1.222904 0.528021
H -1.348222 -1.196779 1.928360

Cartesian forces (eV/Å) of the 2 atoms listed first:
-2.19 -2.94 -1.89
0.04 0.99 -0.30

***

Calculated total energy, respectively: -836.3874; -1140.8183; -1358.4423; -941.5538 Ha.